# 1
The following is a quantum chemistry calculation of a structure of composition C38H35Cl2N8O4Sc in a non-equilibrium geometry, from OMol25.

Geometry (Å):
Sc  -0.145386  -1.625493  0.482202
C  -2.833147  -0.909789  -0.955854
N  -2.447140  -1.474199  0.338463
C  -2.949540  -2.833681  0.633659
C  -1.898618  -3.916658  0.682607
N  -0.628041  -3.792074  0.405689
C  -0.048016  -5.031028  0.654098
C  1.282548  -5.424987  0.566313
C  1.569981  -6.736239  0.891620
C  0.566731  -7.628783  1.296720
C  -0.755917  -7.239090  1.399304
C  -1.036805  -5.919107  1.071585
N  -2.209703  -5.175523  1.077112
C  -1.707998  -0.897145  -1.949913
N  -0.473459  -1.308473  -1.756846
C  0.204542  -0.995341  -2.948048
C  1.538698  -1.154083  -3.304801
C  1.920361  -0.729648  -4.562898
C  1.008017  -0.153538  -5.455956
C  -0.317585  0.023090  -5.111593
C  -0.688647  -0.406823  -3.844687
N  -1.899384  -0.363360  -3.175552
H  -3.700669  -1.421711  -1.387713
H  -3.103854  0.135877  -0.801334
H  -2.752096  -0.865320  1.086314
H  -3.403000  -2.823287  1.622763
H  -3.718971  -3.111068  -0.095080
H  2.047715  -4.715493  0.276991
H  2.593036  -7.084008  0.842871
H  0.836723  -8.646595  1.544930
H  -1.523904  -7.927677  1.725394
H  -3.116616  -5.490846  1.373220
H  2.248990  -1.559663  -2.606475
H  2.955586  -0.833106  -4.859452
H  1.350601  0.169651  -6.430051
H  -1.024993  0.480663  -5.790345
H  -2.751798  0.055689  -3.503884
C  -0.924966  -2.439081  4.770305
C  -1.019547  -1.397244  3.653518
O  -1.225696  -1.879426  2.477720
N  -0.949800  -0.141982  3.906300
C  2.266513  -0.309515  1.603635
C  3.150990  -0.750401  0.654254
C  4.503287  -0.291568  0.534535
C  5.365572  -0.931945  -0.295644
C  4.925942  -2.046340  -1.049497
C  3.599034  -2.388598  -0.949880
N  2.690064  -1.764328  -0.190100
H  -0.939328  -3.446659  4.357044
H  -1.758047  -2.329677  5.468642
H  -0.000285  -2.305169  5.332436
H  -0.811779  0.006771  4.899204
H  2.456016  0.370964  2.421235
H  0.657046  0.689875  1.043479
H  4.829049  0.542473  1.143873
H  6.395956  -0.601906  -0.362906
H  5.595697  -2.599491  -1.692569
H  3.219495  -3.219178  -1.543289
O  1.146511  -1.076007  1.658114
Cl  -0.599307  3.430672  -2.076798
C  -1.469439  4.922944  -1.933838
C  -1.793316  5.621254  -3.084659
C  -2.513540  6.800792  -2.981518
C  -2.909867  7.274166  -1.742387
C  -2.571242  6.562602  -0.601542
Cl  -3.057224  7.179824  0.940005
C  -1.840416  5.376154  -0.664463
N  -1.503567  4.667478  0.509394
C  -0.169150  4.636617  0.931641
C  0.706517  5.670252  0.601129
C  2.016382  5.654215  1.051184
C  2.476087  4.613143  1.841843
C  1.603933  3.588588  2.174515
C  0.285955  3.581064  1.734323
C  -0.625049  2.437553  2.123075
C  -1.026774  1.659974  0.905505
O  -2.076380  1.800855  0.313789
O  -0.162157  0.729497  0.475594
H  -1.482332  5.236384  -4.045613
H  -2.769424  7.354024  -3.875204
H  -3.473510  8.191239  -1.647699
H  -2.005026  3.793028  0.598008
H  0.355449  6.491747  -0.010389
H  2.679583  6.465609  0.779655
H  3.498783  4.594588  2.192757
H  1.946092  2.765028  2.788926
H  -1.539845  2.782447  2.607475
H  -0.141204  1.755572  2.823513

Force components x, y, z for each atom (eV/Å):
1.2 -0.1 1.4
-0.1 0.0 -0.1
-0.4 -0.4 -0.9
0.0 0.0 0.0
-0.2 0.0 -0.1
-0.2 0.1 -0.1
0.1 0.0 0.0
0.0 0.0 0.0
0.0 0.0 0.0
0.0 0.0 0.0
0.0 0.0 0.0
0.0 0.0 0.0
-0.1 0.0 0.0
-0.1 -0.1 0.0
-0.5 0.3 -0.2
0.0 0.0 0.0
0.0 0.0 0.0
0.0 0.0 0.0
0.0 0.0 0.0
0.0 0.0 0.0
0.1 0.0 0.0
0.0 -0.1 0.0
0.0 0.0 0.0
0.0 0.0 0.0
0.3 0.0 0.1
-0.1 0.0 0.0
0.0 -0.1 0.0
0.0 0.0 0.0
0.0 0.0 0.0
0.0 0.0 0.0
0.0 0.0 0.0
0.0 0.0 0.0
0.0 0.0 0.0
0.0 0.0 0.0
0.0 0.0 0.0
0.0 0.0 0.0
0.0 0.0 0.0
0.1 0.0 -0.1
0.0 -0.4 0.5
0.0 -0.1 -0.8
-0.1 0.4 -0.3
-0.2 0.0 -0.4
0.3 -0.2 -0.3
0.2 0.0 -0.2
0.0 0.1 0.1
-0.1 -0.2 -0.1
0.2 0.1 0.0
-0.3 0.2 0.2
0.0 0.0 0.0
0.0 0.0 0.0
0.0 0.0 0.0
0.0 0.0 0.1
0.3 -0.1 0.1
0.3 0.1 -0.1
0.0 0.0 0.0
0.0 0.0 0.0
0.0 0.0 0.0
0.0 0.0 0.0
-0.3 0.1 1.1
0.1 0.0 -0.1
-0.1 0.0 0.0
0.0 0.0 0.0
0.0 0.0 0.0
0.0 0.0 0.0
0.0 0.0 0.0
0.0 0.0 0.0
0.0 0.0 0.0
-0.1 0.0 0.0
0.0 0.0 0.0
0.0 0.0 0.0
0.0 0.0 0.0
0.0 0.0 0.0
0.0 0.0 0.0
0.1 0.0 0.1
0.2 0.3 0.0
-0.6 -0.4 0.2
0.0 -0.1 0.1
0.0 0.1 -0.1
0.0 0.0 0.0
0.0 0.0 0.0
0.0 0.0 0.0
0.0 0.0 0.0
0.0 0.0 0.0
0.0 0.0 0.0
0.0 0.0 0.0
0.0 0.0 0.0
0.0 0.0 -0.1
0.0 0.0 -0.1

## Properties
HOMO level, eV: -4.90
Relative energy (zero: lowest compared OMol25 entry of this formula, charge and spin), kcal/mol: 66.15
HOMO-LUMO gap, eV: 4.84

=====

# 2
The following is a quantum chemistry calculation of a cluster of 7 separate species, C36H72Cl2F6N4O4P in total in a non-equilibrium geometry, from OMol25.

Geometry (Å):
C  -4.072092  0.862423  4.092208
C  -3.918152  0.570102  5.590502
C  -3.453004  -0.883662  5.849459
C  -2.041146  -1.192628  5.229347
C  -1.061878  -0.311929  5.961200
C  -1.286927  1.161166  5.856704
N  -2.748905  1.496548  6.171258
O  -3.026055  2.380605  6.741476
C  -0.994809  1.852436  4.509228
C  -0.501167  1.910064  6.963969
C  -5.115527  0.945408  6.407966
H  -3.359603  0.389511  3.405820
H  -4.032473  1.931679  3.966108
H  -5.119916  0.695247  3.904768
H  -4.160404  -1.571360  5.373062
H  -3.446841  -1.186206  6.913760
H  -2.017208  -0.941037  4.161426
H  -1.792201  -2.189836  5.465944
H  -0.053523  -0.555076  5.554135
H  -0.903834  -0.523039  7.023243
H  -1.537763  1.365431  3.665450
H  0.071431  1.746173  4.382391
H  -1.275940  2.919238  4.508958
H  -0.597080  1.415989  7.959099
H  -0.819016  2.951170  6.970142
H  0.522629  1.811770  6.665728
H  -5.178659  0.656591  7.474150
H  -5.834639  0.354167  5.814141
H  -5.350921  1.971481  6.358497
C  1.823194  -2.904320  -1.281746
C  0.745145  -2.342099  -0.230239
C  1.312823  -1.754058  1.083250
C  2.133790  -0.497644  0.794707
C  1.339412  0.571899  0.056976
C  0.620128  0.057644  -1.242890
N  0.034569  -1.273231  -0.971249
O  -1.088025  -1.381482  -1.262324
C  1.715113  -0.007296  -2.351736
C  -0.501093  0.999980  -1.649313
C  -0.249769  -3.435071  0.193115
H  2.691752  -2.247448  -1.479370
H  1.443270  -3.422915  -2.214518
H  2.173981  -3.744545  -0.628387
H  1.757891  -2.519200  1.710090
H  0.448926  -1.370098  1.571812
H  3.093234  -0.657853  0.159901
H  2.577507  -0.056526  1.696175
H  1.884428  1.475053  -0.258002
H  0.515537  0.973440  0.651466
H  2.720352  -0.172134  -1.900744
H  1.724253  0.924160  -2.881893
H  1.431822  -0.765333  -3.050550
H  -0.906118  0.802616  -2.681175
H  -0.016555  2.024579  -1.556612
H  -1.398048  0.895486  -0.918054
H  -0.803479  -3.145200  1.135766
H  0.241126  -4.410089  0.328740
H  -0.977356  -3.588496  -0.642502
C  -5.685445  -4.223471  -4.013672
C  -6.457569  -2.892733  -3.724375
C  -5.727058  -1.893378  -2.799602
C  -4.398432  -1.301075  -3.469136
C  -4.766863  -0.577123  -4.792965
C  -5.554679  -1.391605  -5.827198
N  -6.688227  -2.192901  -5.049507
O  -7.856719  -2.147602  -5.544645
C  -4.705389  -2.393698  -6.507553
C  -6.256229  -0.452568  -6.798913
C  -7.856347  -3.253310  -3.126517
H  -6.066006  -4.741683  -4.863663
H  -5.935634  -4.881442  -3.230074
H  -4.617040  -4.002097  -4.012722
H  -5.412854  -2.533775  -2.017219
H  -6.408861  -1.109186  -2.490634
H  -3.862512  -2.196967  -3.720484
H  -3.750468  -0.740234  -2.801380
H  -3.887286  -0.238615  -5.404051
H  -5.379572  0.286655  -4.520491
H  -3.823341  -1.913496  -6.871612
H  -5.268620  -2.922462  -7.276284
H  -4.274402  -3.032157  -5.719893
H  -5.385426  -0.155625  -7.338298
H  -6.690430  0.394611  -6.251083
H  -6.972705  -1.018367  -7.415928
H  -8.217773  -4.166130  -3.632050
H  -8.556202  -2.378314  -3.160002
H  -7.914270  -3.539738  -2.066871
C  7.797578  0.950915  1.080485
C  7.354176  2.171443  1.818101
C  8.602747  2.871999  2.338586
C  9.337014  3.659536  1.223248
C  8.348763  4.500955  0.343387
C  7.096712  3.737260  -0.224862
N  6.505643  3.141263  1.060581
O  5.937298  3.934244  1.679546
C  7.586385  2.859964  -1.375468
C  6.048450  4.774421  -0.780862
C  6.532868  1.708663  3.036113
H  8.470003  0.401646  1.700113
H  8.291766  1.205145  0.155524
H  6.897675  0.301262  1.011580
H  9.214447  2.116954  2.665785
H  8.194093  3.600284  3.024330
H  9.965773  3.023109  0.557896
H  10.005820  4.399748  1.627754
H  8.869925  4.918320  -0.527565
H  7.929231  5.365557  0.790400
H  6.774269  2.186030  -1.618840
H  8.528896  2.378888  -1.195686
H  7.637309  3.494380  -2.223648
H  5.172635  4.286320  -1.117536
H  6.676891  5.351417  -1.486395
H  5.605704  5.372856  0.008966
H  6.272981  2.513334  3.654172
H  7.182067  1.035082  3.547693
H  5.571592  1.248625  2.939062
Cl  -1.738690  -0.302969  1.643251
Cl  4.752611  1.700807  0.021355
P  -0.899569  -2.334068  -5.156565
F  -2.349550  -3.060402  -5.024528
F  -0.580122  -2.865218  -3.645028
F  -0.437190  -3.698080  -5.907307
F  0.616561  -1.738368  -5.258885
F  -1.307684  -1.736214  -6.544462
F  -1.470907  -0.928869  -4.514297

Force components x, y, z for each atom (eV/Å):
0.0 0.8 0.9
1.8 -0.7 1.1
0.6 -0.8 -0.7
-1.6 2.1 1.0
1.8 -0.7 -0.5
0.3 1.9 1.1
1.9 -9.1 -6.3
-2.4 8.4 5.5
-1.2 -0.5 -0.5
-0.6 -0.8 -0.1
-0.9 -1.7 -0.5
-0.4 -0.1 0.1
0.4 0.7 -0.2
-0.3 -0.7 -0.6
-0.2 0.3 0.0
0.0 0.6 -0.3
0.1 -0.6 0.1
0.2 -1.3 -0.3
-0.4 0.6 0.0
-0.6 -0.4 0.0
0.7 0.2 0.4
0.3 0.1 -0.3
0.2 -0.4 0.2
-0.2 0.5 -0.7
0.4 0.0 0.3
0.7 0.2 0.0
0.5 -0.2 -0.6
-0.5 0.5 0.8
-0.4 1.2 -0.4
0.1 -1.5 1.5
0.7 -1.5 -0.6
0.5 1.5 -1.6
2.7 0.3 -1.1
-1.6 0.2 -0.1
1.7 1.1 -0.1
0.1 1.1 0.8
-1.3 -1.1 -0.5
0.1 -0.6 1.0
-1.2 0.6 0.6
-1.1 -0.1 -0.6
-0.8 -0.3 0.1
0.0 1.1 1.1
0.3 0.5 -0.8
0.3 -0.1 -0.3
-0.9 0.0 0.8
-1.5 -0.2 1.0
-0.4 -0.1 0.0
0.4 -0.7 0.1
0.1 -0.3 0.5
-0.8 0.0 -0.5
0.0 0.6 -0.1
0.2 -0.6 -0.7
0.7 0.3 0.9
-0.9 -1.1 -0.3
1.7 0.4 -1.0
0.6 -0.2 -1.2
0.1 0.5 0.1
0.4 0.0 0.8
0.3 1.8 0.3
-1.4 -0.4 0.4
1.6 0.8 -1.9
-1.8 -1.2 -0.8
0.5 0.3 0.6
-1.5 0.6 1.1
-4.5 0.8 -2.2
5.4 -0.5 2.5
0.1 -1.5 0.9
-0.2 -1.0 0.9
-0.5 0.3 -0.3
0.1 0.0 -1.1
0.0 -0.6 1.4
-0.1 -0.6 -0.3
0.1 -0.3 1.3
-0.2 0.0 0.3
0.8 -0.1 -0.1
-0.3 0.3 0.0
-0.5 -0.1 1.0
0.2 0.2 -0.2
0.4 0.5 -0.7
0.3 -0.2 0.0
-0.3 -0.2 -0.9
0.2 0.8 -1.0
-0.1 -0.3 -0.5
0.4 0.6 0.1
-0.4 0.8 -0.1
0.4 -0.9 -0.5
1.1 0.2 -0.2
-1.7 -0.7 -0.7
-1.2 -1.9 1.2
-1.5 3.2 -2.5
-0.9 0.2 -1.1
0.1 -0.9 -0.7
0.3 1.1 -0.8
3.2 -1.4 -3.1
-2.6 2.0 2.8
-1.6 -0.4 0.9
1.9 -0.3 1.2
0.5 0.1 -0.4
0.7 -0.2 0.5
-0.2 -0.6 -0.2
0.7 0.3 -0.9
1.4 -1.4 1.6
0.6 0.1 0.9
-0.6 0.2 0.5
0.4 0.1 0.5
0.1 -0.3 0.1
-0.1 0.8 1.3
0.1 -0.7 0.0
0.3 -0.2 -0.1
0.4 0.8 -0.8
-0.5 -0.8 -1.3
-1.1 -0.1 0.1
0.7 0.5 0.1
0.2 1.4 1.1
0.4 -0.5 0.7
-0.4 -0.7 -1.2
-0.2 0.1 0.2
0.3 0.2 0.2
1.0 -0.6 0.3
-0.7 0.3 0.5
0.3 -0.1 -0.3
0.6 0.2 0.8
-0.8 -0.1 0.2
-0.3 0.6 -1.6
0.1 -0.4 0.5

## Properties
HOMO level, eV: -10.22
Charge: +1
HOMO-LUMO gap, eV: 5.33

=====

# 3
The following is a quantum chemistry calculation of the molecule C5H10O in a non-equilibrium geometry, from OMol25.

Geometry (Å):
C  0.474168  -1.962243  -0.839475
C  -0.113381  -1.204499  0.703911
C  -1.091038  0.040536  0.545397
C  -0.536144  1.108217  -0.441982
C  0.519698  1.898406  0.293482
H  1.257336  -2.718135  -0.528775
H  -0.545048  -2.354748  -1.488393
H  1.098826  -1.192345  -1.527124
H  0.868085  -0.664862  1.145910
H  -0.744372  -1.903121  1.453340
H  -0.067308  0.527482  -1.333645
H  -1.293329  1.741206  -0.804203
H  1.058562  2.648850  -0.304559
H  1.343786  1.446533  0.825848
H  -0.072154  2.330968  1.045654
O  -2.157687  0.257757  1.254616

Force components x, y, z for each atom (eV/Å):
-1.7 1.5 0.2
0.0 0.4 -0.4
-2.7 0.8 1.6
1.7 -3.4 -0.9
0.7 0.8 -0.4
-1.5 0.4 -0.4
3.3 0.8 2.0
-1.8 -1.5 1.8
-2.3 -1.7 -0.6
2.2 1.2 -1.8
-1.0 1.0 1.4
-1.0 0.8 -0.3
-0.7 0.0 -0.1
0.0 -1.1 -0.1
-0.3 1.4 1.2
5.0 -1.4 -3.2

## Properties
HOMO level, eV: -9.56
Relative energy (zero: lowest compared OMol25 entry of this formula, charge and spin), kcal/mol: 68.48
HOMO-LUMO gap, eV: 10.32
Structure (SMILES): CCC(=O)CC

=====

# 4
The following is a quantum chemistry calculation of a cluster of 2 separate species, CH3O2P in total in a non-equilibrium geometry, from OMol25.

Geometry (Å):
C  1.549540  0.449556  -0.051014
O  2.628942  0.023368  -0.214919
O  -0.228885  -1.336473  0.006134
P  -1.581819  -0.739244  -0.213033
H  1.072104  1.159067  0.587088
H  -1.389203  0.557991  -1.108429
H  -2.050676  -0.114263  0.994175

Force components x, y, z for each atom (eV/Å):
0.8 -2.0 -1.6
-0.6 0.7 0.6
0.9 -0.3 0.1
-0.4 2.4 -1.1
-0.2 1.1 1.2
-0.5 -1.8 1.2
0.0 -0.1 -0.2

## Properties
HOMO level (alpha / beta), eV: -9.41 / -7.56
Relative energy (zero: lowest compared OMol25 entry of this formula, charge and spin), kcal/mol: 107.15
HOMO-LUMO gap (alpha / beta), eV: 9.78 / 5.45

=====

# 5
The following is a quantum chemistry calculation of a structure of composition C4H3LiO2Sm in a non-equilibrium geometry, from OMol25.

Geometry (Å):
Sm  3.215076  0.357721  0.015565
O  0.846400  -0.247969  -0.120778
C  -0.312810  0.164319  0.459328
H  -0.036019  -0.908135  2.323778
H  -0.768388  1.043968  -0.012712
C  -2.124815  -0.424903  1.896345
C  -0.693525  -0.284333  1.707793
C  -2.773091  -0.478698  0.712465
O  -3.292449  -0.937765  -0.237589
Li  0.042405  -1.054028  -1.624948
H  -2.661169  -0.026528  2.759413

Force components x, y, z for each atom (eV/Å):
-1.7 -0.3 0.3
3.3 0.2 -1.3
-0.2 0.4 2.1
0.0 0.3 -0.1
-0.3 -0.5 0.1
-0.6 2.1 0.2
0.0 -0.8 -2.1
-0.9 -2.3 -1.0
0.9 1.5 1.5
-0.4 0.0 0.4
0.0 -0.5 0.0

## Properties
HOMO level (alpha / beta), eV: -14.28 / -14.28
Charge: +2
Relative energy (zero: lowest compared OMol25 entry of this formula, charge and spin), kcal/mol: 15.55
HOMO-LUMO gap (alpha / beta), eV: 4.83 / 5.00
Spin multiplicity: 7

=====

| no. | energy (eV) |
| --- | --- |
| 1 | -105835.12939 |
| 2 | -103277.74919 |
| 3 | -7391.79576 |
| 4 | -14465.15744 |
| 5 | -26382.20679 |